Record 1
The following is a quantum chemistry calculation of C33H56Cl2InN3O4Si as an isolated structure, from OMol25.

Element x y z (Å)
In1 0.694 0.220 0.996
C1 3.146 0.166 -1.486
O1 2.332 1.020 -0.669
C2 3.013 2.247 -0.392
C3 1.980 3.244 0.036
O2 1.228 2.739 1.138
C4 1.557 3.282 2.432
C5 2.707 2.567 3.082
O3 2.393 1.186 3.071
C6 2.648 0.504 4.292
H1 3.256 0.612 -2.474
H2 2.663 -0.798 -1.572
H3 4.131 0.037 -1.034
H4 3.504 2.611 -1.297
H5 3.775 2.075 0.373
H6 1.275 3.405 -0.780
H7 2.451 4.197 0.283
H8 0.660 3.142 3.032
H9 1.766 4.350 2.344
H10 2.815 2.945 4.101
H11 3.656 2.734 2.564
H12 2.163 1.016 5.125
H13 3.721 0.429 4.488
H14 2.215 -0.490 4.209
C7 -3.925 1.715 -4.469
C8 -3.718 2.625 -3.258
C9 -3.319 4.025 -3.752
C10 -5.035 2.712 -2.467
C11 -2.633 2.100 -2.325
C12 -2.265 2.823 -1.190
C13 -1.302 2.331 -0.340
N1 -0.666 1.173 -0.575
C14 -1.010 0.457 -1.643
C15 -1.984 0.887 -2.528
C16 -0.325 -0.859 -1.773
C17 -0.415 -1.614 -2.930
C18 0.172 -2.870 -3.014
C19 0.831 -3.321 -1.870
C20 0.904 -2.518 -0.758
N2 0.360 -1.290 -0.699
C21 0.122 -3.723 -4.273
C22 1.550 -3.810 -4.839
C23 -0.378 -5.132 -3.915
C24 -0.802 -3.125 -5.335
H15 -4.690 2.148 -5.114
H16 -4.271 0.719 -4.180
H17 -3.013 1.615 -5.065
H18 -4.088 4.405 -4.426
H19 -2.374 3.995 -4.300
H20 -3.217 4.738 -2.932
H21 -5.824 3.100 -3.114
H22 -4.950 3.378 -1.606
H23 -5.344 1.727 -2.109
H24 -2.737 3.768 -0.954
H25 -1.016 2.857 0.561
H26 -2.259 0.267 -3.368
H27 -0.956 -1.218 -3.774
H28 1.291 -4.299 -1.837
H29 1.396 -2.868 0.131
H30 2.246 -4.236 -4.113
H31 1.918 -2.823 -5.132
H32 1.554 -4.449 -5.724
H33 0.320 -5.667 -3.269
H34 -0.491 -5.718 -4.829
H35 -1.349 -5.094 -3.416
H36 -0.462 -2.141 -5.671
H37 -1.832 -3.042 -4.978
H38 -0.808 -3.776 -6.209
C25 4.386 -3.673 2.726
N3 4.075 -2.478 1.930
C26 5.160 -1.838 1.184
C27 2.859 -1.984 1.929
O4 2.514 -0.969 1.278
H39 5.157 -4.242 2.214
H40 3.502 -4.300 2.824
H41 4.750 -3.398 3.715
H42 6.086 -1.956 1.742
H43 4.944 -0.781 1.064
H44 5.276 -2.300 0.204
H45 2.142 -2.534 2.543
C28 -4.358 1.159 4.037
Si1 -2.692 1.767 4.548
C29 -2.575 3.613 4.471
C30 -2.160 1.084 6.180
C31 -1.459 1.139 3.301
C32 -0.628 0.755 2.493
H46 -5.120 1.483 4.752
H47 -4.382 0.067 3.996
H48 -4.634 1.547 3.054
H49 -3.277 4.085 5.164
H50 -2.811 3.969 3.464
H51 -1.570 3.956 4.733
H52 -2.845 1.379 6.980
H53 -1.162 1.440 6.445
H54 -2.138 -0.008 6.144
Cl1 -0.475 -2.409 2.494
C33 -0.916 -4.143 2.553
Cl2 0.180 -5.166 1.622
H55 -1.914 -4.233 2.150
H56 -0.869 -4.446 3.590

Values from the calculation:
Net charge: +2
E (eV): -85874.604

---

Record 2
The following is a quantum chemistry calculation of a 7-piece molecular cluster, C33H56N9O2S overall, from OMol25.

Element x y z (Å)
C1 4.608 -2.303 4.750
S1 2.941 -2.841 4.566
O1 2.857 -3.774 3.492
O2 2.419 -3.205 5.845
N1 2.150 -1.386 4.120
C2 0.861 -1.537 3.636
N2 0.731 -2.026 2.420
N3 -0.182 -1.229 4.405
C3 -1.495 -0.871 3.799
C4 -2.475 -2.017 3.828
C5 -3.269 -2.221 4.948
C6 -4.140 -3.295 5.002
C7 -4.226 -4.176 3.931
C8 -3.456 -3.966 2.799
C9 -2.584 -2.891 2.749
H1 4.929 -2.603 5.746
H2 5.189 -2.819 3.985
H3 4.712 -1.229 4.602
H4 2.214 -0.724 4.895
H5 1.408 -1.772 1.712
H6 -0.051 -2.614 2.181
H7 0.079 -0.592 5.148
H8 -1.883 -0.064 4.422
H9 -1.347 -0.490 2.786
H10 -3.207 -1.543 5.794
H11 -4.746 -3.459 5.885
H12 -4.897 -5.026 3.973
H13 -3.538 -4.635 1.951
H14 -2.005 -2.726 1.843
C10 -1.672 0.748 -2.556
C11 -1.830 1.282 -1.138
C12 -0.496 1.413 -0.391
C13 0.166 0.120 -0.256
N4 0.646 -0.917 -0.149
H15 -1.255 -0.261 -2.564
H16 -2.639 0.706 -3.055
H17 -1.015 1.389 -3.147
H18 -2.500 0.631 -0.572
H19 -2.301 2.263 -1.165
H20 -0.651 1.823 0.607
H21 0.180 2.091 -0.915
C14 5.643 3.482 5.828
C15 5.704 2.331 4.832
C16 4.316 1.772 4.487
C17 3.633 1.251 5.674
N5 3.091 0.819 6.590
H22 5.225 3.161 6.783
H23 6.641 3.872 6.021
H24 5.031 4.301 5.447
H25 6.326 1.528 5.233
H26 6.173 2.665 3.906
H27 4.396 0.965 3.756
H28 3.688 2.551 4.051
C18 -2.425 5.801 -1.161
C19 -2.677 6.302 0.256
C20 -1.390 6.428 1.085
C21 -0.715 5.139 1.236
N6 -0.200 4.119 1.353
H29 -2.000 4.797 -1.159
H30 -3.358 5.759 -1.716
H31 -1.739 6.464 -1.694
H32 -3.370 5.629 0.765
H33 -3.155 7.282 0.219
H34 -1.606 6.809 2.084
H35 -0.696 7.122 0.608
C22 1.139 -3.491 -2.275
C23 0.358 -4.794 -2.387
C24 0.233 -5.289 -3.832
C25 -0.466 -4.313 -4.669
N7 -1.014 -3.530 -5.305
H36 0.639 -2.683 -2.811
H37 1.230 -3.184 -1.236
H38 2.146 -3.604 -2.684
H39 -0.643 -4.663 -1.968
H40 0.849 -5.571 -1.798
H41 -0.317 -6.230 -3.876
H42 1.222 -5.461 -4.261
C26 2.844 -3.557 -6.908
C27 3.385 -2.206 -6.459
C28 4.781 -2.307 -5.831
C29 4.765 -3.156 -4.641
N8 4.753 -3.825 -3.709
H43 2.735 -4.238 -6.061
H44 1.862 -3.443 -7.366
H45 3.505 -4.027 -7.638
H46 2.700 -1.757 -5.738
H47 3.437 -1.529 -7.313
H48 5.147 -1.322 -5.538
H49 5.493 -2.728 -6.543
C30 -5.201 2.595 -5.405
C31 -6.111 3.724 -4.937
C32 -5.438 4.645 -3.911
C33 -5.047 3.914 -2.706
N9 -4.752 3.322 -1.767
H50 -4.926 1.940 -4.577
H51 -5.701 1.985 -6.155
H52 -4.283 2.986 -5.849
H53 -7.022 3.309 -4.503
H54 -6.413 4.332 -5.791
H55 -6.111 5.450 -3.614
H56 -4.542 5.100 -4.338

Values from the calculation:
Net charge: +1
E (eV): -63464.069

---

Record 3
The following is a quantum chemistry calculation of a 11-piece molecular cluster, C33H56O33 overall, from OMol25.

Element x y z (Å)
C1 -5.637 1.124 1.027
C2 -6.483 0.516 -0.113
O1 -5.702 -0.591 -0.556
C3 -4.496 -0.572 0.008
O2 -3.695 -1.425 -0.232
O3 -4.343 0.503 0.836
H1 -5.969 0.931 2.041
H2 -5.631 2.186 0.803
H3 -6.630 1.167 -0.970
H4 -7.446 0.178 0.270
C4 -1.256 -4.438 0.570
C5 -1.943 -4.310 -0.787
O4 -1.045 -5.047 -1.616
C6 0.186 -5.025 -1.056
O5 1.153 -5.488 -1.540
O6 0.118 -4.493 0.196
H5 -1.574 -5.356 1.064
H6 -1.459 -3.600 1.228
H7 -2.102 -3.279 -1.105
H8 -2.907 -4.812 -0.820
C7 2.310 0.230 5.408
C8 1.273 0.136 4.288
O7 1.663 1.195 3.420
C9 2.992 1.431 3.600
O8 3.655 2.076 2.881
O9 3.420 0.818 4.730
H9 2.612 -0.754 5.761
H10 1.987 0.829 6.259
H11 0.250 0.307 4.621
H12 1.303 -0.866 3.844
C10 -0.570 -0.800 0.732
C11 0.938 -0.932 0.504
O10 1.263 0.275 -0.186
C12 0.299 1.185 0.039
O11 0.367 2.333 -0.237
O12 -0.818 0.589 0.541
H13 -0.850 -1.140 1.727
H14 -1.115 -1.340 -0.039
H15 1.117 -1.863 -0.024
H16 1.559 -0.865 1.404
C13 -2.594 4.094 -2.235
C14 -2.663 2.981 -1.209
O13 -3.838 2.274 -1.633
C15 -3.993 2.479 -2.955
O14 -4.734 1.894 -3.658
O15 -3.234 3.529 -3.363
H17 -1.591 4.457 -2.437
H18 -3.176 4.949 -1.871
H19 -2.741 3.333 -0.184
H20 -1.801 2.315 -1.251
C16 -0.753 2.610 -5.928
O16 -1.372 1.434 -5.475
C17 -1.129 1.091 -4.221
O17 -0.399 1.662 -3.470
O18 -1.849 0.017 -3.926
C18 -1.784 -0.389 -2.560
H21 0.331 2.578 -5.811
H22 -1.127 3.509 -5.428
H23 -0.970 2.778 -6.982
H24 -2.561 0.150 -2.023
H25 -0.784 -0.319 -2.133
H26 -2.036 -1.449 -2.536
C19 3.916 2.189 -0.184
O19 4.897 2.258 -1.220
C20 4.935 3.372 -1.928
O20 4.204 4.309 -1.824
O21 5.897 3.259 -2.842
C21 5.893 4.295 -3.828
H27 3.747 3.083 0.406
H28 4.079 1.331 0.456
H29 2.968 1.985 -0.683
H30 6.724 4.083 -4.494
H31 6.027 5.271 -3.368
H32 4.965 4.260 -4.399
C22 0.172 -3.068 -4.232
O22 0.906 -1.895 -4.550
C23 1.562 -1.314 -3.560
O23 1.777 -1.810 -2.481
O24 2.016 -0.177 -4.012
C24 2.878 0.613 -3.169
H33 0.017 -3.603 -5.173
H34 -0.813 -2.855 -3.826
H35 0.757 -3.792 -3.663
H36 2.280 1.024 -2.357
H37 3.189 1.415 -3.827
H38 3.691 0.035 -2.736
C25 -5.793 6.490 2.254
O25 -4.518 6.096 2.804
C26 -4.170 4.828 2.611
O26 -4.863 3.973 2.131
O27 -2.940 4.660 3.038
C27 -2.359 3.411 2.688
H39 -6.082 7.388 2.789
H40 -6.564 5.749 2.455
H41 -5.648 6.640 1.188
H42 -2.559 3.154 1.657
H43 -2.800 2.605 3.285
H44 -1.307 3.525 2.899
C28 3.875 -2.476 -0.260
O28 4.973 -2.872 0.552
C29 5.693 -1.864 1.006
O29 5.400 -0.699 0.957
O30 6.785 -2.357 1.569
C30 7.771 -1.428 1.948
H45 3.261 -3.337 -0.508
H46 4.239 -1.931 -1.125
H47 3.175 -1.825 0.256
H48 7.416 -0.411 2.088
H49 8.580 -1.412 1.212
H50 8.226 -1.786 2.872
C31 -0.706 -3.280 4.146
O31 -0.515 -4.524 3.504
C32 -0.630 -5.639 4.226
O32 -0.670 -5.699 5.413
O33 -0.640 -6.658 3.384
C33 -0.743 -7.949 3.981
H51 -1.687 -3.181 4.608
H52 -0.604 -2.517 3.372
H53 0.087 -3.064 4.866
H54 0.242 -8.362 4.190
H55 -1.292 -8.591 3.297
H56 -1.315 -7.919 4.908

Values from the calculation:
Structure (SMILES): COC(=O)OC.COC(=O)OC.COC(=O)OC.COC(=O)OC.COC(=O)OC.COC(=O)OC.O=C1OCCO1.O=C1OCCO1.O=C1OCCO1.O=C1OCCO1.O=C1OCCO1
Net charge: 0
E (eV): -102697.060

---

Record 4
The following is a quantum chemistry calculation of C33H57BMgN5OP2S as an isolated structure, from OMol25.

Element x y z (Å)
Mg1 0.971 -0.414 -0.790
C1 3.821 4.632 -0.546
C2 3.659 3.124 -0.334
C3 4.083 2.402 -1.629
C4 4.593 2.667 0.791
P1 1.944 2.462 0.012
C5 0.989 3.328 -1.341
N1 0.078 2.454 -2.055
B1 -0.027 1.012 -2.002
N2 -1.093 0.709 -2.936
C6 -1.601 -0.594 -3.320
P2 -1.195 -1.926 -2.072
C7 -2.864 -2.225 -1.288
C8 -3.946 -2.799 -2.198
C9 -3.313 -0.853 -0.759
C10 -2.665 -3.154 -0.081
C11 -0.676 -3.317 -3.207
C12 -0.524 -4.597 -2.378
C13 0.724 -2.899 -3.692
C14 -1.555 -3.603 -4.426
C15 -1.561 1.883 -3.518
C16 -2.542 2.097 -4.469
C17 -2.804 3.410 -4.864
C18 -2.095 4.475 -4.321
C19 -1.099 4.261 -3.367
C20 -0.840 2.961 -2.971
C21 1.211 3.231 1.552
C22 -0.314 3.088 1.426
C23 1.678 2.382 2.744
C24 1.554 4.696 1.813
H1 4.795 4.822 -1.008
H2 3.793 5.187 0.390
H3 3.063 5.051 -1.209
H4 5.162 2.516 -1.767
H5 3.591 2.817 -2.510
H6 3.864 1.332 -1.594
H7 5.633 2.849 0.502
H8 4.486 1.599 0.997
H9 4.407 3.213 1.718
H10 1.697 3.771 -2.045
H11 0.434 4.163 -0.902
H12 -1.195 -0.884 -4.292
H13 -2.686 -0.544 -3.444
H14 -4.068 -2.230 -3.123
H15 -4.904 -2.775 -1.668
H16 -3.745 -3.839 -2.458
H17 -3.578 -0.160 -1.560
H18 -2.553 -0.382 -0.134
H19 -4.201 -0.999 -0.135
H20 -2.390 -4.165 -0.382
H21 -3.603 -3.217 0.479
H22 -1.899 -2.773 0.598
H23 0.033 -4.417 -1.456
H24 0.023 -5.345 -2.959
H25 -1.493 -5.026 -2.117
H26 1.392 -2.685 -2.854
H27 0.694 -2.022 -4.341
H28 1.167 -3.721 -4.262
H29 -2.527 -4.009 -4.152
H30 -1.056 -4.345 -5.057
H31 -1.719 -2.717 -5.040
H32 -3.091 1.271 -4.903
H33 -3.570 3.599 -5.605
H34 -2.315 5.484 -4.644
H35 -0.544 5.093 -2.951
H36 -0.621 2.095 1.093
H37 -0.741 3.826 0.745
H38 -0.761 3.245 2.412
H39 1.349 1.345 2.657
H40 1.253 2.791 3.667
H41 2.765 2.386 2.849
H42 1.359 5.332 0.947
H43 2.597 4.825 2.107
H44 0.934 5.062 2.638
O1 2.009 -1.680 0.054
N3 2.336 -2.289 1.214
C25 1.714 -3.479 1.531
C26 1.839 -4.006 2.777
C27 2.545 -3.315 3.798
C28 3.103 -2.057 3.449
C29 2.980 -1.554 2.192
H45 1.172 -3.939 0.720
H46 1.377 -4.966 2.969
H47 2.682 -3.740 4.782
H48 3.647 -1.468 4.178
H49 3.371 -0.603 1.865
S1 -0.742 -0.601 2.069
C30 -1.220 -1.102 3.604
N4 -0.471 -1.953 4.317
C31 -0.706 -2.286 5.713
C32 -2.197 -2.246 5.991
C33 -2.739 -0.900 5.547
N5 -2.387 -0.694 4.148
H50 0.430 -2.181 3.907
H51 -0.180 -1.584 6.367
H52 -0.296 -3.278 5.898
H53 -2.391 -2.405 7.051
H54 -2.693 -3.038 5.427
H55 -2.323 -0.104 6.172
H56 -3.824 -0.862 5.638
H57 -2.855 0.019 3.615

Values from the calculation:
Net charge: 0
Multiplicity: 2
E (eV): -80179.748